[1]
Entry from the Open Molecules 2025 dataset: a 13-piece molecular cluster, C32H80Cl6N4O10 overall (ωB97M-V/def2-TZVPD).

Each line ends with the Löwdin charge.
Element x y z (Å)
Cl  2.364  -8.519  -2.015  0.53
C  0.828  -7.668  -2.381  -0.65
C  0.296  -7.016  -1.122  -0.70
Cl  1.353  -5.754  -0.466  0.53
H  0.085  -8.358  -2.779  0.08
H  0.915  -6.833  -3.075  0.07
H  0.141  -7.815  -0.397  0.07
H  -0.672  -6.546  -1.297  0.07
Cl  0.732  6.792  1.669  0.47
C  0.498  5.763  3.166  -0.58
C  1.026  6.571  4.404  -0.66
Cl  2.779  6.867  4.386  0.53
H  1.122  4.883  3.012  0.05
H  -0.529  5.398  3.185  0.07
H  0.840  6.020  5.327  0.06
H  0.542  7.547  4.409  0.06
Cl  7.177  0.428  8.797  0.53
C  6.290  1.031  7.331  -0.65
C  4.823  0.923  7.623  -0.67
Cl  3.834  1.471  6.208  0.51
H  6.670  0.617  6.397  0.07
H  6.537  2.087  7.217  0.07
H  4.507  1.538  8.466  0.07
H  4.598  -0.121  7.838  0.07
C  0.433  -3.050  5.772  -0.06
C  -0.705  -3.979  5.421  -0.52
C  -0.397  -4.886  4.206  -0.05
O  -0.953  -4.773  6.530  -0.05
H  1.165  -3.719  6.224  0.08
H  0.041  -2.319  6.479  0.08
H  0.842  -2.426  4.977  0.08
H  -1.598  -3.373  5.265  0.14
H  -0.390  -4.318  3.276  0.07
H  -1.118  -5.691  4.063  0.08
H  0.600  -5.325  4.167  0.08
H  -0.256  -5.431  6.582  0.09
C  -6.897  -3.812  -4.052  -0.05
C  -5.629  -4.369  -4.592  -0.54
C  -4.490  -4.592  -3.546  -0.06
O  -5.855  -5.617  -5.049  -0.05
H  -7.026  -4.180  -3.034  0.08
H  -7.698  -4.082  -4.741  0.09
H  -6.851  -2.729  -3.939  0.08
H  -5.208  -3.886  -5.475  0.14
H  -3.994  -3.654  -3.295  0.06
H  -3.607  -5.178  -3.804  0.07
H  -4.797  -4.874  -2.539  0.07
H  -6.192  -6.101  -4.291  0.10
C  4.474  3.270  -3.758  -0.09
C  3.221  4.059  -3.527  -0.48
C  3.141  5.268  -4.541  -0.04
O  2.210  3.100  -3.711  -0.06
H  4.390  2.726  -4.698  0.08
H  4.708  2.557  -2.968  0.07
H  5.409  3.829  -3.808  0.08
H  3.301  4.473  -2.521  0.13
H  2.314  5.977  -4.505  0.07
H  2.975  4.857  -5.537  0.07
H  4.049  5.871  -4.534  0.08
H  1.842  3.082  -4.597  0.09
C  -1.196  -0.725  -0.315  -0.04
C  -0.505  0.000  0.963  -0.41
C  0.924  0.620  0.673  -0.04
O  -1.391  1.056  1.242  -0.08
H  -0.539  -1.525  -0.656  0.06
H  -1.274  -0.069  -1.182  0.06
H  -2.174  -1.066  0.023  0.07
H  -0.488  -0.760  1.744  0.12
H  0.981  1.584  0.168  0.07
H  1.524  0.005  0.002  0.06
H  1.482  0.837  1.584  0.07
H  -1.293  1.760  0.596  0.08
C  6.939  -2.548  1.229  -0.06
C  7.588  -1.310  1.639  -0.55
C  6.688  -0.030  1.793  -0.04
O  8.341  -1.363  2.797  -0.04
H  7.396  -3.402  1.730  0.09
H  6.845  -2.752  0.163  0.09
H  6.021  -2.482  1.812  0.09
H  8.345  -1.178  0.866  0.13
H  5.998  0.030  0.952  0.07
H  7.324  0.854  1.741  0.07
H  6.164  0.061  2.745  0.08
H  8.962  -0.632  2.768  0.09
C  -2.475  5.839  -3.033  -0.06
C  -2.842  4.475  -2.526  -0.49
C  -3.290  3.446  -3.559  -0.06
O  -1.682  3.851  -2.025  -0.08
H  -1.904  6.335  -2.248  0.08
H  -3.356  6.434  -3.274  0.08
H  -1.790  5.865  -3.880  0.08
H  -3.497  4.616  -1.667  0.14
H  -4.219  3.650  -4.090  0.07
H  -3.335  2.413  -3.213  0.07
H  -2.557  3.362  -4.362  0.07
H  -0.907  3.942  -2.584  0.08
O  -2.743  -1.159  -7.789  -0.01
C  -1.695  -1.525  -7.197  -0.63
N  -1.164  -0.964  -6.171  0.16
C  -0.745  -2.559  -7.777  -0.01
H  -1.723  -0.218  -5.783  0.12
H  -0.506  -1.476  -5.600  0.11
H  -0.509  -3.304  -7.017  0.08
H  0.144  -1.960  -7.972  0.08
H  -1.180  -3.039  -8.654  0.08
O  -6.117  4.229  1.697  0.02
C  -6.758  3.208  1.506  -0.62
N  -6.164  2.028  1.345  0.16
C  -8.277  3.267  1.428  -0.02
H  -6.754  1.213  1.434  0.11
H  -5.173  1.971  1.530  0.11
H  -8.667  2.827  0.510  0.08
H  -8.772  4.230  1.543  0.08
H  -8.712  2.717  2.262  0.08
O  1.716  -3.120  -3.944  0.04
C  2.839  -2.724  -3.777  -0.68
N  3.175  -1.533  -3.410  0.18
C  3.974  -3.680  -3.867  -0.01
H  4.126  -1.192  -3.392  0.11
H  2.498  -0.835  -3.137  0.12
H  3.989  -4.394  -3.043  0.09
H  4.929  -3.155  -3.886  0.07
H  3.970  -4.244  -4.800  0.09
O  -3.750  3.801  7.560  0.02
C  -3.867  3.469  6.393  -0.64
N  -4.170  4.407  5.521  0.16
C  -3.579  2.058  5.989  -0.01
H  -4.306  4.152  4.554  0.10
H  -4.441  5.337  5.806  0.12
H  -4.445  1.512  5.615  0.08
H  -3.325  1.517  6.901  0.08
H  -2.835  1.932  5.203  0.08

HOMO ... -9.491 eV
E_LUMO ... -0.103 eV

---

[2]
Entry from the Open Molecules 2025 dataset: C33H42AsBF9N2O5SSi as an isolated structure (ωB97M-V/def2-TZVPD).

Each line ends with the Löwdin charge.
Element x y z (Å)
C  -6.105  0.782  -0.643  -0.10
C  -5.120  1.491  0.301  -0.26
C  -3.719  1.656  -0.292  -0.22
C  -2.971  0.327  -0.317  -0.19
C  -1.617  0.464  -1.004  -0.13
C  -0.844  -0.849  -1.270  -0.10
B  -1.582  -1.569  -2.556  -0.60
O  -1.645  -2.917  -2.634  0.21
O  -2.166  -0.785  -3.555  0.14
C  -1.118  -1.901  -0.171  -0.41
O  -2.171  -2.417  0.096  0.13
N  0.029  -2.170  0.540  0.11
C  1.137  -1.292  0.245  -0.23
C  1.048  -0.295  1.502  -0.43
F  -0.145  0.335  1.419  0.11
F  0.917  -1.164  2.570  0.06
C  2.143  0.681  1.934  -0.14
C  1.602  2.003  2.528  -0.22
Si  1.000  1.991  4.314  0.59
C  -0.234  0.656  4.743  -0.16
C  0.135  3.644  4.560  -0.18
C  2.478  1.933  5.479  -0.24
C  3.314  0.809  5.525  -0.09
C  4.398  0.745  6.392  -0.09
C  4.668  1.812  7.243  -0.10
C  3.862  2.944  7.205  -0.09
C  2.778  2.999  6.333  -0.10
S  2.712  -2.219  0.419  0.71
O  2.437  -3.612  0.451  -0.22
O  3.510  -1.634  1.439  -0.23
F  3.418  -1.867  -0.920  -0.10
C  0.742  -0.843  -1.260  -0.14
C  1.620  0.417  -1.664  -0.03
C  1.087  1.827  -1.913  -0.15
C  1.471  2.816  -1.013  -0.05
C  1.069  4.140  -1.130  -0.08
C  0.261  4.511  -2.193  -0.09
C  -0.089  3.552  -3.130  -0.05
C  0.316  2.222  -3.018  -0.22
C  -0.066  1.298  -4.136  -0.03
C  1.070  -1.987  -2.277  -0.17
C  0.941  -3.346  -2.002  -0.03
C  1.129  -4.286  -3.011  -0.11
N  1.455  -3.994  -4.264  0.10
C  1.631  -2.703  -4.526  -0.11
C  1.452  -1.689  -3.593  -0.03
H  -6.452  -0.155  -0.213  0.07
H  -5.593  0.499  -1.564  0.06
H  -6.962  1.399  -0.896  0.06
H  -4.999  0.889  1.205  0.10
H  -5.509  2.452  0.638  0.10
H  -3.163  2.329  0.367  0.11
H  -3.780  2.099  -1.289  0.12
H  -3.598  -0.455  -0.750  0.12
H  -2.814  0.026  0.721  0.12
H  -1.040  1.163  -0.412  0.11
H  -1.772  0.988  -1.945  0.11
H  -2.452  -3.267  -3.034  0.12
H  -3.120  -0.730  -3.439  0.12
H  0.177  -3.077  0.953  0.16
H  2.695  0.183  2.722  0.09
H  2.886  0.882  1.170  0.10
H  2.464  2.679  2.528  0.09
H  0.875  2.470  1.871  0.07
H  0.278  -0.291  4.915  0.03
H  -0.986  0.514  3.970  0.03
H  -0.722  0.924  5.681  0.03
H  -0.499  3.622  5.447  0.03
H  -0.533  3.822  3.714  0.03
H  0.819  4.490  4.610  0.02
H  3.123  -0.041  4.879  0.10
H  5.031  -0.131  6.416  0.10
H  5.501  1.767  7.930  0.10
H  4.065  3.791  7.847  0.10
H  2.178  3.899  6.335  0.09
H  2.267  0.173  -2.498  0.11
H  2.333  0.559  -0.858  0.09
H  2.126  2.556  -0.203  0.09
H  1.392  4.865  -0.394  0.10
H  -0.051  5.542  -2.289  0.10
H  -0.692  3.844  -3.981  0.11
H  -0.100  0.257  -3.863  0.04
H  0.661  1.402  -4.948  0.10
H  -1.025  1.589  -4.555  0.09
H  0.636  -3.716  -1.044  0.10
H  0.986  -5.332  -2.777  0.11
H  1.913  -2.450  -5.541  0.11
H  1.625  -0.680  -3.927  0.08
F  -1.138  -5.127  -6.109  -0.27
As  -2.054  -6.270  -5.185  0.69
F  -0.888  -6.180  -3.896  -0.26
F  -1.170  -7.579  -5.903  -0.27
F  -2.982  -7.403  -4.250  -0.27
F  -3.237  -6.353  -6.454  -0.27
F  -2.939  -4.953  -4.448  -0.27

Total charge ... -1
HOMO ... -7.173 eV
E_LUMO ... 1.843 eV